DFT (the ωB97M-V functional and the def2-TZVPD basis) results for C35H62BeBrCl10F5KN4NaO16P2 as an isolated structure.

```
138
Properties=species:S:1:pos:R:3:forces:R:3
C -6.148953 3.865654 0.494020 0.37 0.09 -0.16
O -5.079170 4.522085 -0.187708 -0.52 -0.26 -0.09
C -4.323184 3.599861 -0.905421 0.63 0.12 -0.47
C -3.108356 3.091546 -0.089986 -0.13 0.64 -0.46
C -2.517465 1.798220 -0.707819 -0.45 0.68 0.30
C -2.303805 0.560286 0.215995 -0.14 1.91 -0.59
C -3.706785 0.188082 0.762514 -1.39 -0.36 0.65
F -4.672951 0.380232 -0.189170 0.63 -0.44 -0.55
F -4.110287 1.033276 1.739521 0.83 0.03 0.10
C -3.944756 -1.201703 1.405970 -1.04 0.56 0.94
F -5.245734 -1.208548 1.787519 0.03 -0.08 -0.35
F -3.784251 -2.231770 0.545936 0.42 0.14 -0.10
N -1.732242 -0.493862 -0.728405 -0.59 0.31 0.19
C -2.655359 -0.953935 -1.829201 -0.26 -1.20 -1.57
C -2.084387 -2.088325 -2.696791 -0.55 0.46 -0.08
C -3.193353 -2.410801 -3.765582 1.32 -0.53 2.30
C -4.029396 -3.544582 -3.137010 -0.10 0.05 -0.88
N -3.280711 -4.808542 -3.153710 0.10 0.39 0.76
C -3.028558 -5.360604 -1.893718 0.57 -0.26 0.35
C -4.141168 -5.588422 -0.901911 0.11 0.53 -0.19
O -1.890230 -5.649658 -1.583313 0.02 -0.11 -0.19
C -0.965587 -1.614149 -0.110124 1.27 -0.83 0.31
F 0.159671 -1.711760 -0.884139 -0.20 0.38 -0.29
C -0.525259 -1.444999 1.389154 0.17 -1.12 0.66
Br -1.282779 -3.046105 2.344349 -0.31 0.23 0.01
O 0.796580 -1.598754 1.405050 -0.21 0.78 -0.16
C 1.483094 -1.799085 2.675059 1.47 -0.07 0.81
C 2.183111 -3.165433 2.777034 0.11 0.16 -0.56
C 3.642081 -2.987058 2.314847 -0.58 0.67 0.15
C 2.200215 -3.695626 4.215875 -0.24 -0.56 0.47
C 2.477127 -2.593616 5.246627 -0.10 0.26 -1.28
C 0.979671 -4.571533 4.588217 0.16 0.12 -0.88
O -1.059605 -0.343309 2.084217 -0.36 0.04 -0.65
C -1.224515 0.867493 1.346676 0.82 -1.29 0.27
C 0.141532 1.335654 0.835350 0.41 -0.62 -0.74
C 1.354054 1.400212 1.801670 0.79 1.45 0.07
C 2.110586 2.723821 1.533557 0.16 -0.50 -0.68
Cl 1.061418 1.303725 3.549702 -0.36 -0.07 -0.04
O -1.739985 1.723993 2.332352 -0.54 0.02 0.01
C -1.318061 2.953907 2.320107 0.05 -0.86 -0.04
N -0.882654 4.006664 2.227511 0.16 0.91 -0.10
H -6.798143 3.361532 -0.226480 0.00 -0.12 0.00
H -5.717734 3.139209 1.186072 -0.32 -0.08 0.20
H -6.743876 4.604709 1.018348 0.18 0.12 0.14
H -3.935231 4.116149 -1.789445 -0.05 0.07 -0.02
H -4.914314 2.761517 -1.297568 -0.21 -0.04 0.28
H -2.370285 3.890216 -0.177977 0.06 0.05 0.39
H -3.407450 3.078680 0.951071 0.14 -0.39 0.05
H -3.215574 1.569959 -1.509754 0.10 -0.47 0.00
H -1.594565 2.071473 -1.236146 0.01 -0.60 0.17
H -3.382717 -1.272823 2.336366 0.53 -0.45 -0.34
H -1.037438 0.045761 -1.252915 0.36 -0.23 0.19
H -2.823189 -0.172901 -2.564630 0.17 0.62 0.54
H -3.633511 -1.283336 -1.501500 0.14 0.26 0.72
H -1.943053 -3.008731 -2.136051 0.44 0.06 0.08
H -1.148623 -1.776899 -3.157789 0.06 -0.11 -0.02
H -2.653408 -2.777720 -4.631631 -0.18 0.24 -0.28
H -3.797854 -1.527461 -3.966775 -0.01 -0.05 -0.39
H -4.244338 -3.264951 -2.105349 -0.40 0.02 -0.04
H -4.950329 -3.674741 -3.712233 -0.24 0.06 0.33
H -2.364494 -4.709883 -3.577621 -0.09 -0.10 -0.30
H -5.098698 -5.185078 -1.219561 -0.14 -0.27 -0.01
H -4.177323 -6.650712 -0.678457 -0.20 -0.08 -0.14
H -3.835802 -5.097116 0.021813 -0.05 0.03 0.06
H -1.447663 -2.579604 -0.197192 -0.63 0.28 -0.06
H 0.915187 -1.532062 3.560534 -0.71 -0.14 -0.35
H 2.301954 -1.081318 2.670298 -0.17 0.26 -0.10
H 1.681304 -3.844797 2.079084 -0.12 -0.18 0.20
H 3.687674 -2.405248 1.387866 0.04 -0.32 -0.24
H 4.132926 -2.364173 3.067380 0.36 -0.28 0.08
H 4.149196 -3.942035 2.222759 0.13 0.01 -0.07
H 3.048425 -4.383358 4.272131 0.18 0.14 -0.19
H 1.536516 -2.068772 5.472032 0.13 0.11 0.09
H 3.335003 -1.905619 4.884306 -1.82 -0.96 0.84
H 2.848181 -3.076224 6.142727 0.03 0.27 0.25
H 0.207604 -4.012025 5.115773 -0.01 -0.07 0.16
H 1.288615 -5.455700 5.141466 -0.07 0.17 0.41
H 0.544271 -4.959991 3.661602 -0.16 -0.09 0.07
H 0.097638 2.296532 0.331212 -0.52 -0.15 0.99
H 0.488560 0.661538 0.040974 -0.18 -0.22 0.06
H 2.076360 0.633416 1.548934 -0.37 -0.48 0.15
H 2.794851 2.933438 2.347777 -0.12 0.21 0.12
H 2.742982 2.585517 0.647671 -0.07 -0.01 -0.08
H 1.442114 3.560872 1.335014 0.01 0.20 0.50
C 5.772682 -4.352506 8.875637 -0.03 0.01 -0.04
Cl 5.362089 -5.077527 7.314679 0.00 -0.10 0.05
Cl 5.059703 -2.753016 9.082747 0.01 -0.06 0.13
H 5.405462 -5.001537 9.662513 -0.04 0.00 -0.02
H 6.850646 -4.250586 8.941996 -0.35 -0.12 -0.20
O 1.786434 2.125526 -2.792056 -3.66 -0.84 -0.23
P 2.069182 1.645129 -4.182637 6.51 1.51 -1.18
O 3.089017 0.402902 -4.005683 -0.95 0.08 0.07
C 2.654547 -0.784162 -3.328535 -0.05 -0.27 0.10
C 1.688711 -1.602881 -4.165595 -0.12 0.13 -0.01
O 3.089408 2.783359 -4.702791 -0.52 -0.24 -0.05
C 3.090973 4.124937 -4.160309 0.26 0.19 0.24
C 4.253547 4.305990 -3.211111 0.19 -0.14 -0.01
O 1.478541 1.314481 -5.623641 -2.16 -0.29 1.81
C 2.194566 1.502212 -6.867066 0.03 0.13 -1.10
C 3.387314 0.596221 -7.048211 0.20 -0.03 0.46
H 2.204232 -0.517775 -2.367345 0.07 0.05 0.00
H 3.550796 -1.364718 -3.120345 0.07 0.12 -0.02
H 0.754807 -1.056681 -4.339799 0.02 -0.02 -0.01
H 1.449042 -2.540187 -3.661079 0.04 0.01 0.03
H 2.113807 -1.827712 -5.142259 0.03 -0.05 0.01
H 2.146482 4.352746 -3.670908 -0.01 -0.08 0.03
H 3.186402 4.809062 -5.002334 -0.04 -0.12 -0.11
H 4.302189 3.495315 -2.482666 -0.15 0.03 0.04
H 4.166873 5.252374 -2.679729 -0.06 0.03 -0.04
H 5.196335 4.294753 -3.759566 0.00 0.03 0.00
H 2.464196 2.546376 -7.000390 0.03 0.05 0.36
H 1.460195 1.280444 -7.641928 -0.19 -0.09 0.24
H 4.209793 0.878550 -6.392932 -0.01 0.01 0.02
H 3.740409 0.665191 -8.077307 -0.11 0.05 -0.03
H 3.131326 -0.441204 -6.835837 -0.04 -0.01 -0.09
Cl 5.160297 -1.811748 5.623573 1.69 0.47 0.01
Be -4.346490 -3.093276 -5.899100 -0.20 -0.45 -1.32
N 1.043378 7.030086 -2.520267 -0.76 -0.87 -0.37
O 0.184668 7.925040 -2.483168 -0.09 -0.04 -0.23
O 2.087149 7.195663 -3.213623 -0.04 -0.53 -0.14
O 0.894692 6.000138 -1.855384 -0.01 -0.92 -0.12
O 0.374559 8.955898 2.739157 0.49 -0.07 -0.02
P -0.132239 7.543062 2.472406 -0.02 0.05 -0.33
O -1.655286 7.521455 2.521551 0.00 -0.54 0.13
O 0.454330 6.632443 3.544182 -0.31 0.26 0.38
O 0.307060 7.076173 1.091490 0.05 0.26 -0.46
C -7.925467 -0.958392 -6.524763 -0.15 0.14 -0.04
Cl -8.688770 0.269142 -5.514184 0.02 -0.01 -0.04
Cl -6.922457 -2.073460 -5.565931 -0.34 0.12 -0.01
H -8.696047 -1.534067 -7.022556 -0.01 -0.07 0.09
H -7.290590 -0.467919 -7.252619 0.08 0.00 0.07
K 2.219891 9.133255 -1.839988 0.56 1.48 1.02
Na 0.127667 3.340879 -1.211171 1.02 1.49 -0.90
C 8.629025 -2.333342 11.523014 -0.06 0.03 -0.03
Cl 10.156817 -2.663429 12.353000 0.01 -0.01 0.01
Cl 7.287914 -2.955680 12.491097 0.01 -0.01 0.01
Cl 8.440434 -0.594747 11.303576 0.00 -0.01 0.00
Cl 8.631258 -3.127670 9.947395 0.38 0.20 0.15
```
Positions in Å, forces in eV/Å.

Properties
- Relative energy (zero: lowest compared OMol25 entry of this formula, charge and spin): 0.0 kJ/mol
- HOMO-LUMO gap: 3.2 eV
- Spin multiplicity: 1
- Net charge: 0
- LUMO energy: -2.34 eV